[1]
Computed, not measured: a cluster of 9 separate species, C36H63N9 in total in a non-equilibrium geometry, with wB97M-V/def2-TZVPD.

Structure (XYZ):
```
108
Properties=species:S:1:pos:R:3
C -22.8658 3.4505 17.5337
C -21.4698 3.2002 18.0842
C -21.3527 2.0721 19.0314
C -21.6798 0.7289 18.4903
N -21.7999 -0.3007 17.9628
H -22.8192 4.3517 16.9224
H -23.5703 3.6169 18.3486
H -23.1735 2.6542 16.8560
H -21.1431 4.1075 18.5923
H -20.7856 2.9570 17.2713
H -21.7956 2.3052 19.9997
H -20.3829 1.9058 19.5005
C -25.3465 7.6136 20.6666
C -25.6522 6.1132 20.9210
C -24.4727 5.3160 21.6718
C -23.1876 5.4904 20.9402
N -22.2118 5.6083 20.3967
H -26.0112 8.0541 19.9234
H -24.2637 7.7284 20.6175
H -25.5718 8.2043 21.5545
H -25.8622 5.6779 19.9441
H -26.6478 5.9833 21.3453
H -24.5562 4.2522 21.8945
H -24.2784 5.8644 22.5936
C -20.5947 1.7255 12.0343
C -21.2814 2.5938 13.2395
C -20.2240 3.2536 14.2052
C -19.2986 4.2280 13.6673
N -18.5717 5.0338 13.2168
H -21.2635 1.8006 11.1768
H -20.4237 0.6801 12.2911
H -19.5678 2.0790 11.9412
H -21.9605 1.9311 13.7758
H -21.8260 3.4260 12.7935
H -19.6930 2.4475 14.7115
H -20.7681 3.8374 14.9476
C -24.3549 -0.5827 23.1398
C -22.8147 -0.6971 22.8951
C -22.2364 0.5681 22.2874
C -22.4567 1.8547 23.0502
N -22.6048 2.8267 23.5968
H -24.7222 -1.4492 23.6896
H -24.9525 -0.5538 22.2287
H -24.6159 0.2000 23.8521
H -22.6197 -1.6110 22.3339
H -22.4652 -0.9315 23.9006
H -22.6345 0.7454 21.2883
H -21.1591 0.5950 22.1237
C -23.1617 -4.6992 17.7694
C -22.5148 -3.5736 18.5851
C -21.1921 -3.9531 19.2789
C -20.6721 -2.8529 20.1581
N -20.3548 -1.9880 20.8745
H -22.9890 -5.6305 18.3087
H -22.6749 -4.8346 16.8036
H -24.1967 -4.4802 17.5065
H -23.2147 -3.2825 19.3684
H -22.4216 -2.6558 18.0045
H -20.4286 -4.0377 18.5055
H -21.3258 -4.8511 19.8820
C -26.5160 2.6439 19.8706
C -27.2767 1.3340 19.7801
C -28.1274 1.2670 18.4507
C -27.2744 1.5827 17.3036
N -26.5969 1.8700 16.4264
H -27.1006 3.5638 19.8616
H -25.8086 2.6914 19.0426
H -25.9273 2.6864 20.7869
H -27.8466 1.0728 20.6718
H -26.4603 0.6195 19.6745
H -29.0885 1.7397 18.6528
H -28.3549 0.2098 18.3144
C -26.1462 6.0069 17.2550
C -25.9808 5.6345 15.6726
C -25.1281 6.6223 14.8770
C -25.5397 8.0299 15.0365
N -25.8660 9.1459 15.2243
H -25.1056 6.1232 17.5578
H -26.7214 5.3329 17.8898
H -26.5810 7.0062 17.2391
H -26.9656 5.6216 15.2055
H -25.7132 4.5904 15.5107
H -25.0698 6.3694 13.8184
H -24.1514 6.5186 15.3496
C -15.8673 -0.2431 18.3013
C -16.5808 1.1236 17.9323
C -17.2708 1.8018 19.0707
C -16.3605 1.9049 20.2177
N -15.5479 1.9532 21.0857
H -15.4691 -0.5384 17.3306
H -16.5292 -0.9935 18.7338
H -15.0912 -0.0882 19.0508
H -17.3096 0.9334 17.1445
H -16.0025 1.8442 17.3540
H -18.0614 1.1585 19.4569
H -17.8026 2.7434 18.9347
C -19.6076 8.7983 15.1768
C -20.9141 8.5264 15.9871
C -20.5858 8.1248 17.4838
C -20.0870 6.7386 17.5301
N -19.6336 5.6645 17.5162
H -18.9416 7.9368 15.1274
H -19.0393 9.6733 15.4924
H -19.7681 9.0777 14.1356
H -21.6528 7.9191 15.4641
H -21.4316 9.4639 16.1902
H -21.5733 8.1074 17.9450
H -19.9822 8.8867 17.9770
```

Summary:
Strongest force on any atom ... 4.79 eV Å⁻¹
E_LUMO ... 0.24 eV
SMILES string ... CCCC#N.CCCC#N.CCCC#N.CCCC#N.CCCC#N.CCCC#N.CCCC#N.CCCC#N.CCCC#N
HOMO level ... -11.0 eV
Kohn-Sham gap ... 11.23 eV
Total energy ... -51760.08504 eV



[2]
Computed, not measured: a cluster of 11 separate species, C36H65FO10 in total in a non-equilibrium geometry, with wB97M-V/def2-TZVPD.

Structure (XYZ):
```
112
Properties=species:S:1:pos:R:3
F 1.7023 1.6057 1.0898
C 0.4317 1.1840 1.2283
C -0.2301 1.3314 2.4776
C -1.5036 0.8402 2.6400
C -2.1192 0.1061 1.6404
C -1.5133 -0.0361 0.3944
C -0.2296 0.5640 0.1449
H 0.2527 1.7873 3.3293
H -1.9463 0.9380 3.6202
H -3.0046 -0.4663 1.8748
H -2.0479 -0.6145 -0.3446
H 0.2118 0.4624 -0.8355
C -6.1639 3.1111 -3.2548
C -7.3593 2.2103 -3.6162
C -8.6910 2.8604 -3.5296
O -7.2208 1.0540 -4.0187
H -6.2258 3.5198 -2.2462
H -6.1187 3.9504 -3.9488
H -5.1961 2.6168 -3.3387
H -9.4918 2.2604 -3.9617
H -8.7342 3.8028 -4.0757
H -8.9338 2.9979 -2.4759
C 8.1761 0.3720 -3.6714
C 9.6207 0.4743 -3.6608
C 10.4210 -0.7792 -3.4802
O 10.1538 1.5719 -3.7338
H 7.8961 -0.2305 -2.8072
H 7.7741 -0.0740 -4.5811
H 7.7043 1.3452 -3.5358
H 10.0533 -1.3040 -2.5984
H 11.4683 -0.4816 -3.4281
H 10.3095 -1.4275 -4.3494
C -1.7439 -3.4431 -10.1372
C -1.3024 -2.7306 -8.8346
C -2.3914 -2.3123 -7.8777
O -0.1562 -2.4913 -8.5289
H -0.9240 -3.3491 -10.8493
H -2.6925 -3.0542 -10.5075
H -1.9655 -4.4873 -9.9167
H -1.8912 -2.0424 -6.9476
H -3.0788 -3.1447 -7.7276
H -3.0417 -1.5845 -8.3632
C 6.3143 9.7210 0.3451
C 6.4020 9.4409 -1.1389
C 6.5398 7.9784 -1.5070
O 6.4476 10.3756 -1.9827
H 7.3169 9.5928 0.7531
H 5.5966 9.0855 0.8640
H 6.0676 10.7827 0.3378
H 5.5500 7.5939 -1.2609
H 7.2887 7.3804 -0.9878
H 6.7687 7.9592 -2.5726
C 10.3601 1.9308 5.8304
C 10.3796 2.4433 4.4216
C 9.5912 3.7087 4.1441
O 11.0879 1.9373 3.6024
H 9.3136 1.8778 6.1305
H 10.8247 2.6334 6.5222
H 10.8137 0.9419 5.8961
H 9.8394 4.0202 3.1294
H 9.7341 4.5094 4.8697
H 8.5366 3.4367 4.1885
C -4.4176 -6.9400 6.5702
C -3.8235 -7.4451 7.8529
C -4.6831 -8.4156 8.6930
O -2.7099 -6.9846 8.1865
H -3.9276 -6.0279 6.2295
H -5.4992 -6.8122 6.5275
H -4.2087 -7.7109 5.8284
H -4.3059 -8.6204 9.6949
H -4.8821 -9.3568 8.1804
H -5.6145 -7.8859 8.8927
C 5.3113 -3.1335 2.6941
C 4.8556 -4.0211 3.8696
C 3.7491 -3.4780 4.7624
O 5.3580 -5.1275 4.0154
H 6.2423 -3.5306 2.2895
H 5.5056 -2.1259 3.0616
H 4.5988 -3.0505 1.8734
H 3.7114 -3.9698 5.7344
H 2.7808 -3.5031 4.2625
H 3.9264 -2.4343 5.0218
C -3.3125 -7.3480 -1.1360
C -3.7265 -8.4411 -2.0543
C -2.6883 -9.0982 -2.8638
O -4.9555 -8.6759 -2.1548
H -4.2215 -7.0371 -0.6210
H -2.8903 -6.5300 -1.7197
H -2.6849 -7.8323 -0.3878
H -2.8879 -10.1190 -3.1897
H -1.8017 -9.1116 -2.2300
H -2.5116 -8.5081 -3.7631
C -13.0904 -2.1420 0.3757
C -11.5649 -2.1710 0.3842
C -10.8464 -3.4540 0.0455
O -10.9792 -1.1974 0.7816
H -13.5089 -2.5585 -0.5405
H -13.3850 -1.0998 0.4992
H -13.4112 -2.7786 1.2003
H -9.8627 -3.1403 -0.3040
H -11.4538 -3.9046 -0.7394
H -10.7873 -4.0987 0.9224
C -1.1740 10.7647 0.2074
C -0.6238 9.5945 1.0660
C -0.0373 8.3788 0.3491
O -0.7009 9.6066 2.3123
H -1.9241 10.3141 -0.4425
H -0.3779 11.2019 -0.3953
H -1.7062 11.4507 0.8663
H -0.9564 7.9415 -0.0408
H 0.5023 7.7108 1.0206
H 0.5700 8.5935 -0.5303
```

Summary:
Strongest force on any atom ... 4.57 eV Å⁻¹
E_LUMO ... 0.31 eV
SMILES string ... Fc1ccccc1.CC(C)=O.CC(C)=O.CC(C)=O.CC(C)=O.CC(C)=O.CC(C)=O.CC(C)=O.CC(C)=O.CC(C)=O.CC(C)=O
HOMO level ... -9.4 eV
Kohn-Sham gap ... 9.75 eV
Total energy ... -61575.49308 eV



[3]
Computed, not measured: a cluster of 12 separate species, C36H66F7O41P5 in total in a non-equilibrium geometry, with wB97M-V/def2-TZVPD.

Structure (XYZ):
```
155
Properties=species:S:1:pos:R:3
O -7.6285 4.4870 -3.1587
C -6.5521 4.9028 -3.6275
O -5.4712 5.2108 -2.9561
C -4.4690 5.5404 -3.7978
C -5.1371 5.7180 -5.1966
F -4.3122 5.0307 -6.0081
O -6.3433 5.0435 -4.9575
H -4.0332 6.5117 -3.5638
H -3.7264 4.7699 -3.5905
H -5.2098 6.7935 -5.3579
O 2.9177 3.9993 8.9008
C 2.9582 4.7065 9.9506
O 2.3272 4.3915 11.0228
C 2.4376 5.3835 12.0278
C 3.5642 6.2403 11.5107
F 4.5830 6.0561 12.3284
O 3.7923 5.7728 10.2171
H 1.5607 6.0261 12.1054
H 2.5913 5.0067 13.0390
H 3.2786 7.2912 11.5571
O -5.5128 -3.0116 -6.0272
C -5.4899 -3.3174 -7.2067
O -4.3433 -3.6309 -7.8987
C -4.5329 -3.6884 -9.2490
C -6.0291 -3.7259 -9.4717
F -6.3117 -5.0249 -9.4739
O -6.4630 -3.1331 -8.1926
H -4.0604 -2.8306 -9.7277
H -4.0450 -4.5588 -9.6877
H -6.5362 -3.2227 -10.2949
O 3.1332 -7.0199 -2.4375
C 2.7286 -7.8414 -1.7109
O 3.4716 -8.3313 -0.7773
C 2.7166 -9.4516 -0.1703
C 1.3265 -9.0723 -0.4142
F 0.9260 -8.2634 0.5583
O 1.5308 -8.4507 -1.6271
H 3.0263 -10.2412 -0.8550
H 2.8052 -9.7263 0.8808
H 0.6524 -9.9202 -0.5358
O -3.7474 4.2519 9.6089
C -4.4962 3.5064 10.2283
O -5.0421 3.8280 11.3794
C -5.7014 2.7526 11.8766
C -5.9216 1.8085 10.7085
F -7.0808 2.1849 10.1792
O -4.8185 2.2781 9.9141
H -5.2156 2.0654 12.5693
H -6.6320 3.0250 12.3746
H -5.9474 0.7369 10.9062
O 8.3778 2.6430 5.8969
C 7.9009 1.7123 5.2394
O 7.2133 0.7543 5.8186
C 6.7268 -0.1325 4.8499
C 7.6693 0.0668 3.7041
F 6.9801 0.1083 2.4668
O 8.1823 1.3421 3.9307
H 6.9110 -1.1149 5.2846
H 5.6450 -0.1683 4.7221
H 8.3746 -0.7607 3.6273
O -9.5858 2.4288 5.4090
C -8.8717 2.1535 4.5192
O -7.7815 1.3108 4.5080
C -6.9510 1.6431 3.4296
C -7.9007 2.2799 2.4682
F -8.2472 1.2120 1.7450
O -9.0085 2.6590 3.2773
H -6.1654 2.3724 3.6272
H -6.5088 0.7610 2.9666
H -7.4634 3.1305 1.9453
C 1.4014 7.9497 2.2797
O 1.3796 9.3344 2.1804
P 0.7907 10.0986 0.8653
O 1.4293 11.4443 0.4610
O 0.6854 8.9669 -0.3166
C 1.5760 8.9548 -1.3795
O -0.7182 10.2703 1.3156
C -1.7459 10.6494 0.3521
H 0.7258 7.6123 3.0657
H 2.3377 7.4813 2.5830
H 0.9106 7.3174 1.5399
H 1.2528 9.5346 -2.2441
H 1.7109 7.9189 -1.6907
H 2.5836 9.2783 -1.1184
H -2.5210 9.8857 0.4154
H -1.4364 10.7424 -0.6889
H -2.2753 11.6022 0.3522
C 9.6484 -7.5241 -3.1202
O 9.5880 -6.2368 -2.6718
P 10.9116 -5.3941 -2.2259
O 11.7710 -6.0518 -1.2051
O 11.6145 -4.9383 -3.6158
C 12.7099 -3.8812 -3.5890
O 10.2509 -4.0056 -1.7414
C 9.4820 -3.2408 -2.6445
H 10.0909 -8.2152 -2.4028
H 10.1571 -7.6905 -4.0698
H 8.6275 -7.8938 -3.2158
H 12.3658 -2.8596 -3.7503
H 13.4645 -4.1218 -4.3378
H 13.1003 -3.9066 -2.5716
H 9.3803 -3.6399 -3.6537
H 9.9462 -2.2640 -2.7807
H 8.4239 -3.1616 -2.3949
C -6.5755 -5.1740 2.7367
O -7.1856 -6.2556 1.9677
P -6.7128 -7.7961 2.3179
O -6.6191 -8.0985 3.7750
O -7.7388 -8.8076 1.4775
C -9.1715 -8.5194 1.5660
O -5.3105 -7.8378 1.4099
C -5.2962 -7.4511 0.0491
H -7.3157 -4.4303 3.0317
H -5.8925 -4.5820 2.1275
H -5.9710 -5.5377 3.5677
H -9.4225 -7.7348 2.2798
H -9.8387 -9.3207 1.8835
H -9.4945 -8.0871 0.6189
H -6.2884 -7.1245 -0.2623
H -4.9213 -8.2408 -0.6020
H -4.6139 -6.6541 -0.2462
C -0.9366 1.0662 3.1833
O 0.1285 0.8675 2.2021
P 0.0046 -0.1746 0.9794
O -0.6184 -1.4192 1.5309
O 1.5673 -0.2398 0.4171
C 1.8972 -1.2809 -0.4000
O -0.8024 0.6082 -0.1748
C -1.6255 -0.2220 -1.0253
H -1.6694 0.2594 3.1691
H -1.4604 2.0221 3.1839
H -0.4786 0.9005 4.1585
H 2.6128 -1.9015 0.1394
H 2.3475 -0.9232 -1.3260
H 1.1740 -1.9954 -0.7930
H -1.5398 0.1760 -2.0364
H -2.6815 -0.1461 -0.7663
H -1.3759 -1.2830 -1.0304
C 0.2448 1.8475 -9.9662
O 1.3081 1.4845 -9.0232
P 2.3010 0.2764 -9.4026
O 1.7090 -0.9425 -10.0261
O 2.9451 0.0051 -7.8731
C 3.7304 1.1488 -7.4552
O 3.4197 0.9606 -10.4078
C 4.2908 0.3614 -11.2454
H 0.2952 2.9153 -10.1790
H -0.7312 1.5959 -9.5513
H 0.4303 1.4567 -10.9667
H 3.3595 1.2545 -6.4357
H 3.5517 2.1452 -7.8594
H 4.7904 0.8959 -7.4764
H 4.0181 -0.6706 -11.4665
H 5.3157 0.4188 -10.8789
H 4.2111 0.9095 -12.1842
```

Summary:
Strongest force on any atom ... 6.01 eV Å⁻¹
E_LUMO ... -0.10 eV
SMILES string ... O=C1OC[C@@H](F)O1.O=C1OC[C@@H](F)O1.O=C1OC[C@@H](F)O1.O=C1OC[C@@H](F)O1.O=C1OC[C@@H](F)O1.O=C1OC[C@@H](F)O1.O=C1OC[C@@H](F)O1.COP(=O)(OC)OC.COP(=O)(OC)OC.COP(=O)(OC)OC.COP(=O)(OC)OC.COP(=O)(OC)OC
HOMO level ... -10.5 eV
Kohn-Sham gap ... 10.42 eV
Total energy ... -187819.60853 eV



[4]
Computed, not measured: a cluster of 9 separate species, C36H66N2O14S7 in total in a non-equilibrium geometry, with wB97M-V/def2-TZVPD.

Structure (XYZ):
```
125
Properties=species:S:1:pos:R:3
O 9.3118 -13.6123 2.6992
S 10.4612 -14.3598 3.2422
O 11.8218 -14.3002 2.7400
C 10.6026 -14.0812 5.0660
C 9.7858 -15.2255 5.7315
C 10.0691 -16.5104 4.9133
C 9.9016 -16.1200 3.4136
H 10.4777 -13.0294 5.3232
H 11.6377 -14.3331 5.2968
H 9.9701 -15.3397 6.7997
H 8.7101 -15.0636 5.8000
H 9.4371 -17.3722 5.1276
H 11.1282 -16.7378 5.0349
H 8.8243 -16.1715 3.2559
H 10.3529 -16.7441 2.6422
O 11.6108 -10.0686 -1.5675
S 12.7200 -11.0245 -1.8669
O 13.1984 -11.2288 -3.2427
C 14.2971 -10.7587 -0.8379
C 14.4038 -11.9946 -0.0275
C 13.6113 -13.2246 -0.5781
C 12.3598 -12.6608 -1.1772
H 14.1817 -9.9087 -0.1653
H 15.0835 -10.2531 -1.3984
H 15.4515 -12.2467 0.1368
H 13.8889 -11.8478 0.9219
H 13.4995 -13.9208 0.2532
H 14.2379 -13.7781 -1.2775
H 11.6734 -12.4373 -0.3605
H 11.8898 -13.2249 -1.9827
O 3.3318 -18.9522 -4.2616
S 3.2832 -18.2620 -2.9352
O 3.1380 -19.0816 -1.7445
C 4.6655 -17.0070 -2.7762
C 3.9254 -15.7053 -2.3612
C 2.6370 -15.7001 -3.1895
C 1.9000 -17.0034 -3.0088
H 5.0595 -16.8787 -3.7844
H 5.4790 -17.3787 -2.1532
H 3.6673 -15.7309 -1.3025
H 4.5556 -14.8404 -2.5684
H 2.9678 -15.6503 -4.2269
H 2.0707 -14.7883 -2.9994
H 1.2313 -17.2376 -3.8372
H 1.4471 -17.1127 -2.0234
O 8.3949 -8.2675 1.1264
S 8.9566 -8.7990 2.4107
O 8.1397 -9.0149 3.6343
C 9.7454 -10.3897 2.1081
C 11.1654 -10.3288 2.7326
C 11.6973 -8.9176 2.4537
C 10.5730 -7.8898 2.7711
H 9.9484 -10.1961 1.0548
H 9.0525 -11.2094 2.2976
H 11.1871 -10.3853 3.8209
H 11.8137 -11.1060 2.3278
H 11.8094 -8.7941 1.3765
H 12.6293 -8.6608 2.9572
H 10.5393 -6.9741 2.1808
H 10.7258 -7.6527 3.8240
O 7.6622 -9.1678 -6.3711
S 7.8644 -10.1829 -5.3306
O 6.7635 -10.8910 -4.6602
C 9.2247 -11.3423 -5.8738
C 10.4508 -10.8390 -5.0367
C 10.2201 -9.3315 -4.6150
C 8.8944 -9.4100 -4.0028
H 9.2240 -11.1764 -6.9511
H 8.9421 -12.3380 -5.5318
H 10.8228 -11.3886 -4.1720
H 11.3859 -10.8204 -5.5964
H 10.4581 -8.6257 -5.4108
H 10.8607 -9.0633 -3.7749
H 8.3950 -8.5142 -3.6338
H 8.9102 -10.0984 -3.1578
O 6.5294 -18.5697 -5.0884
S 7.4140 -19.0035 -4.0027
O 6.7683 -19.3826 -2.7765
C 8.6551 -20.3292 -4.4915
C 9.9885 -19.6712 -3.9569
C 9.8065 -18.5077 -2.9564
C 8.6642 -17.6784 -3.5763
H 8.6873 -20.3363 -5.5810
H 8.2998 -21.3019 -4.1511
H 10.6074 -20.4783 -3.5648
H 10.5771 -19.2413 -4.7674
H 10.7577 -18.0191 -2.7453
H 9.3758 -18.9387 -2.0525
H 8.9464 -17.1685 -4.4974
H 8.0801 -17.1004 -2.8602
O 7.6305 -14.4433 -3.4982
S 8.4245 -13.6662 -2.5182
O 9.5015 -12.8092 -2.9416
C 7.1976 -12.6291 -1.6506
C 7.3630 -12.8621 -0.1981
C 7.6591 -14.3442 0.0367
C 8.7772 -14.6845 -0.9438
H 6.1792 -12.9771 -1.8236
H 7.3426 -11.6305 -2.0628
H 8.2361 -12.3476 0.2032
H 6.4826 -12.5994 0.3883
H 6.7367 -14.8971 -0.1412
H 7.9120 -14.5903 1.0679
H 8.8991 -15.7398 -1.1880
H 9.7191 -14.4692 -0.4393
C 12.4222 -16.8676 -0.4723
C 11.9022 -18.0402 0.0283
C 12.2511 -19.0062 -0.8766
N 13.2163 -18.4929 -1.6999
C 13.4457 -17.2017 -1.3837
H 12.0546 -15.8914 -0.1925
H 11.1425 -18.2627 0.7630
H 11.9413 -20.0383 -0.8040
H 13.7748 -18.9775 -2.3880
H 14.2193 -16.5732 -1.7994
C 5.7257 -10.8762 4.7202
C 6.0928 -11.7610 5.7350
C 6.7032 -12.8782 5.0615
N 6.6142 -12.6533 3.7054
C 6.1350 -11.4227 3.5218
H 5.2944 -9.8901 4.8095
H 6.0154 -11.5492 6.7912
H 7.2312 -13.7219 5.4809
H 7.2001 -13.1943 3.0856
H 6.1051 -11.0966 2.4926
```

Summary:
Strongest force on any atom ... 3.42 eV Å⁻¹
E_LUMO ... -0.12 eV
SMILES string ... O=S1(=O)CCCC1.O=S1(=O)CCCC1.O=S1(=O)CCCC1.O=S1(=O)CCCC1.O=S1(=O)CCCC1.O=S1(=O)CCCC1.O=S1(=O)CCCC1.c1cc[nH]c1.c1cc[nH]c1
HOMO level ... -7.9 eV
Kohn-Sham gap ... 7.79 eV
Total energy ... -145887.20426 eV